P.
23
Properties=species:S:1:pos:R:3 method="wB97M-V/def2-TZVPD" lumo_energy_ev=-6.49 charge=+1 homo_energy_ev=-14.2
C -2.096 0.186 0.582
C -0.948 0.543 -0.357
C 0.066 -0.411 -0.533
C 0.178 1.324 0.470
C 1.354 1.951 -0.332
C 2.462 0.945 -0.659
N -0.867 -3.645 0.573
H -2.452 1.094 1.060
H -2.900 -0.289 0.050
H -1.756 -0.442 1.407
H -1.238 1.044 -1.268
H 0.160 -1.120 0.281
H 0.021 -1.003 -1.437
H 0.613 0.863 1.344
H -0.348 2.214 0.826
H 1.017 2.478 -1.216
H 1.783 2.667 0.360
H 2.354 0.496 -1.650
H 2.430 0.155 0.087
H 3.466 1.367 -0.607
H -0.863 -4.403 -0.103
H -0.609 -4.124 1.434
H -1.867 -3.493 0.693


Q.
23
Properties=species:S:1:pos:R:3 method="wB97M-V/def2-TZVPD" lumo_energy_ev=-3.40 charge=+1 homo_energy_ev=-15.1
C -1.747 1.136 -1.228
C 1.734 2.355 0.061
C 0.586 1.376 -0.186
C -0.546 2.028 -0.977
H -1.509 0.296 -1.888
H -2.551 1.668 -1.733
H -2.152 0.743 -0.290
H 2.550 1.903 0.620
H 1.356 3.194 0.645
H 2.095 2.744 -0.888
H 0.209 1.045 0.796
H 0.981 0.484 -0.704
H -0.861 2.904 -0.409
H -0.124 2.384 -1.918
C -0.118 -2.867 0.817
C 1.023 -2.773 1.459
N -0.737 -1.659 0.242
H -0.667 -3.769 0.598
H 1.475 -3.650 1.893
H 1.507 -1.809 1.559
H -1.641 -1.440 0.671
H -0.158 -0.814 0.359
H -0.929 -1.735 -0.763


So which one is most stable? That would be Q, about 66.3 kcal/mol below the next structure.